No. 1
Computed, not measured: a 2-piece molecular cluster, C10H9F17O3SSi overall, with the ωB97M-V functional and the def2-TZVPD basis.

Output
charge = 0
Kohn-Sham gap = 0.4109 hartree
max |F| = 0.86 eV Å⁻¹
SMILES = C[SiH2]S(=O)(=O)C(F)(F)C(F)(F)C(F)(F)C(F)(F)F.FC(F)C(F)(F)COC(F)(F)C(F)F
HOMO = -0.4008 Eh
LUMO level = 0.28 eV

CARTESIAN COORDINATES (ANGSTROEM)
C1 -2.032 -1.903 4.911
Si1 -0.994 -2.318 3.422
S1 0.745 -0.923 3.434
O1 0.884 -0.337 4.745
O2 1.848 -1.661 2.856
C2 0.557 0.515 2.221
F1 1.757 1.117 2.280
F2 0.393 -0.006 0.983
C3 -0.561 1.581 2.533
F3 0.057 2.762 2.737
F4 -1.209 1.231 3.669
C4 -1.630 1.904 1.431
F5 -0.986 2.271 0.300
F6 -2.315 2.968 1.910
C5 -2.712 0.847 1.055
F7 -2.206 -0.110 0.280
F8 -3.227 0.285 2.152
F9 -3.683 1.455 0.390
H1 -2.939 -1.363 4.636
H2 -2.305 -2.839 5.404
H3 -1.454 -1.297 5.611
H4 -0.389 -3.653 3.518
H5 -1.701 -2.200 2.140
C6 0.651 1.183 -2.938
C7 -0.299 -0.015 -3.100
C8 0.012 -1.294 -2.314
F10 1.177 -1.839 -2.709
F11 -0.976 -2.190 -2.550
F12 -0.476 -0.304 -4.404
F13 -1.498 0.407 -2.592
O3 1.609 1.399 -3.955
C9 2.879 0.906 -3.901
C10 3.171 -0.012 -5.095
F14 2.325 -1.060 -5.103
F15 4.433 -0.478 -4.979
F16 3.148 0.302 -2.734
F17 3.728 1.955 -4.020
H6 -0.003 2.051 -3.009
H7 1.103 1.199 -1.945
H8 0.051 -1.085 -1.243
H9 3.068 0.546 -6.027

=====

No. 2
Computed, not measured: an isolated ion of composition C10H9F2N2 and charge +1, with the ωB97M-V functional and the def2-TZVPD basis.

Output
charge = +1
Kohn-Sham gap = 0.3235 hartree
max |F| = 3.76 eV Å⁻¹
SMILES = F/N=C/[C@H]1[C@@H](F)C=Cc2cccc[n+]21
energy relative to the best compared isomer or geometry (same formula, charge and spin) = 253.8 kJ/mol
HOMO = -0.5084 Eh
LUMO level = -5.03 eV

CARTESIAN COORDINATES (ANGSTROEM)
C1 0.344 2.077 1.892
C2 -0.253 2.534 0.743
C3 0.900 0.808 1.767
C4 -0.522 1.720 -0.339
C5 0.679 -0.016 0.621
C6 -0.804 -1.811 -0.472
C7 -0.673 -0.517 -1.330
C8 0.449 -2.299 0.119
C9 0.140 -0.746 -2.567
C10 1.192 -1.320 0.606
N1 -0.121 0.433 -0.364
N2 1.149 0.003 -2.842
F1 1.692 -0.327 -4.035
F2 -1.466 -2.719 -1.254
H1 0.234 2.555 2.819
H2 -0.700 3.583 0.728
H3 1.400 0.219 2.559
H4 -1.182 2.091 -1.205
H5 -1.462 -1.373 0.339
H6 -1.609 -0.032 -1.610
H7 0.737 -3.321 -0.005
H8 -0.110 -1.545 -3.365
H9 2.005 -1.569 1.132

=====

No. 3
Computed, not measured: C10H9I2LuN3O4RuS as an isolated structure, with the ωB97M-V functional and the def2-TZVPD basis.

Output
charge = +4
Kohn-Sham gap (spin up / spin down) = 0.2569 / 0.1877 hartree
max |F| = 9.52 eV Å⁻¹
energy relative to the best compared isomer or geometry (same formula, charge and spin) = 93.9 kJ/mol
HOMO (spin up / spin down) = -0.8452 / -0.8601 Eh
multiplicity = 6
LUMO level (spin up / spin down) = -16.01 / -18.30 eV

CARTESIAN COORDINATES (ANGSTROEM)
I1 -0.488 1.307 3.137
I2 3.052 -0.893 3.312
Lu1 1.538 0.647 1.213
Ru1 -0.958 1.126 -0.016
S1 -1.063 -1.200 0.818
C1 -2.145 0.866 -1.430
C2 -0.542 2.896 -0.364
C3 -1.394 -2.626 -0.366
C4 -0.550 -3.788 0.101
C5 -0.875 -2.199 -1.718
C6 -2.924 -2.832 -0.501
C7 3.338 1.230 -0.542
C8 0.693 0.836 -1.186
O1 -0.373 3.988 -0.769
O2 -3.076 0.796 -2.166
O3 3.864 1.727 -1.457
O4 1.055 0.745 -2.316
H1 -0.659 -4.647 -0.569
H2 -0.772 -4.030 1.129
H3 0.484 -3.448 0.076
H4 -1.127 -2.965 -2.476
H5 0.203 -2.038 -1.667
H6 -1.268 -1.221 -2.050
H7 -3.156 -3.663 -1.205
H8 -3.454 -1.929 -0.878
H9 -3.408 -3.031 0.472
N1 2.196 2.765 1.389
C9 2.417 3.841 1.862
N2 2.458 4.865 2.585
C10 3.172 5.936 2.677
N3 3.760 6.937 2.904

=====

No. 4
Computed, not measured: C10H9N as an isolated structure, with the ωB97M-V functional and the def2-TZVPD basis.

Output
charge = 0
Kohn-Sham gap = 0.2977 hartree
max |F| = 6.66 eV Å⁻¹
energy relative to the best compared isomer or geometry (same formula, charge and spin) = 842.2 kJ/mol
HOMO = -0.3083 Eh
LUMO level = -0.29 eV

CARTESIAN COORDINATES (ANGSTROEM)
C1 3.216 -0.499 -0.149
C2 1.718 -0.185 -0.003
C3 1.580 1.140 0.219
C4 0.291 1.772 -0.123
C5 -0.898 1.018 -0.146
C6 -3.085 0.658 -0.184
C7 -3.093 -0.826 0.077
C8 -1.753 -1.533 0.006
C9 -0.653 -0.469 0.079
C10 0.634 -1.001 -0.171
H1 3.647 1.036 -0.636
H2 3.495 -1.449 -1.065
H3 3.263 -0.836 1.293
H4 2.407 1.778 0.797
H5 0.182 2.951 -0.054
H6 -4.044 1.047 0.304
H7 -3.958 -1.409 -0.054
H8 -1.542 -2.628 0.252
H9 0.674 -2.062 -0.329
N1 -2.081 1.496 -0.114

=====

No. 5
Computed, not measured: C10H9N2O5P in the gas phase, with the ωB97M-V functional and the def2-TZVPD basis.

Output
charge = 0
Kohn-Sham gap = 0.2492 hartree
max |F| = 8.61 eV Å⁻¹
SMILES = Nc1cc2c(c(N)c1P(=O)(O)O)C(=O)C=CC2=O
HOMO = -0.3248 Eh
LUMO level = -2.06 eV

CARTESIAN COORDINATES (ANGSTROEM)
N1 2.368 -2.649 0.454
C1 1.244 -1.607 0.379
C2 -0.290 -2.021 0.892
C3 -1.532 -0.951 0.802
C4 -1.251 0.597 0.233
C5 0.259 1.052 -0.289
N2 0.444 2.452 -0.832
C6 1.493 -0.071 -0.234
P1 3.257 0.384 -0.881
O1 3.948 -0.899 -1.568
O2 3.049 1.543 -2.211
O3 4.292 1.002 0.395
C7 -2.565 1.633 0.226
O4 -2.501 2.925 0.559
C8 -4.005 0.888 -0.186
C9 -4.258 -0.522 0.318
C10 -3.106 -1.301 1.247
O5 -3.428 -2.097 2.278
H1 1.988 -3.573 0.797
H2 3.033 -2.312 1.187
H3 -0.466 -3.102 1.306
H4 1.057 3.047 -0.234
H5 -0.456 2.916 -1.082
H6 2.207 1.189 -2.666
H7 5.229 1.008 0.001
H8 -4.748 1.485 -0.868
H9 -5.265 -1.015 -0.022

=====

No. 6
Computed, not measured: C10H9NO in the gas phase, with the ωB97M-V functional and the def2-TZVPD basis.

Output
charge = 0
Kohn-Sham gap = 0.3225 hartree
max |F| = 3.80 eV Å⁻¹
SMILES = Cn1cc(C=O)c2ccccc21
energy relative to the best compared isomer or geometry (same formula, charge and spin) = 129.9 kJ/mol
HOMO = -0.3014 Eh
LUMO level = 0.57 eV

CARTESIAN COORDINATES (ANGSTROEM)
C1 -0.178 2.842 0.019
C2 -1.668 0.837 0.024
C3 -1.501 -0.504 0.042
C4 -2.629 -1.355 0.108
C5 -0.136 -0.884 0.069
C6 0.442 -2.169 0.079
C7 1.858 -2.016 -0.091
C8 2.475 -0.819 -0.116
C9 1.864 0.418 -0.151
C10 0.503 0.358 -0.043
H1 0.867 2.956 0.209
H2 -0.758 3.294 0.843
H3 -0.383 3.346 -0.892
H4 -2.640 1.285 -0.136
H5 -2.290 -2.399 0.479
H6 0.043 -3.169 0.272
H7 2.476 -2.861 -0.163
H8 3.582 -0.823 -0.111
H9 2.304 1.374 -0.118
N1 -0.442 1.426 -0.017
O1 -3.789 -1.138 -0.308

=====

No. 7
Computed, not measured: C10H9NO2 as an isolated structure, with the ωB97M-V functional and the def2-TZVPD basis.

Output
charge = 0
Kohn-Sham gap = 0.3331 hartree
max |F| = 12.65 eV Å⁻¹
energy relative to the best compared isomer or geometry (same formula, charge and spin) = 736.9 kJ/mol
HOMO = -0.3074 Eh
LUMO level = 0.70 eV

CARTESIAN COORDINATES (ANGSTROEM)
C1 -4.112 -0.346 -0.223
C2 -1.969 0.447 -0.005
C3 -1.108 1.565 0.132
C4 0.167 1.406 0.324
C5 0.759 0.158 0.080
C6 -0.053 -0.872 -0.144
C7 -1.284 -0.778 -0.200
C8 2.370 0.003 0.071
C9 3.164 -0.913 0.376
C10 4.365 -0.346 0.011
H1 -4.189 -0.712 -1.118
H2 -4.909 -0.030 0.079
H3 -3.999 -1.258 0.744
H4 -1.476 2.655 0.219
H5 0.879 2.522 0.422
H6 0.355 -1.796 -0.475
H7 -1.839 -1.736 -0.545
H8 3.217 -1.811 0.987
H9 5.531 -0.881 0.077
N1 4.365 0.840 -0.385
O1 -3.233 0.729 0.009
O2 2.998 1.156 -0.436

=====

No. 8
Computed, not measured: C10H9NO3 in the gas phase, with the ωB97M-V functional and the def2-TZVPD basis.

Output
charge = 0
Kohn-Sham gap = 0.3077 hartree
max |F| = 3.17 eV Å⁻¹
SMILES = C=C1C=CC=C[C@@]12O[N+]([O-])=C(C)C2=O
energy relative to the best compared isomer or geometry (same formula, charge and spin) = 520.4 kJ/mol
HOMO = -0.3169 Eh
LUMO level = -0.25 eV

CARTESIAN COORDINATES (ANGSTROEM)
C1 -2.575 1.013 -1.091
C2 -3.193 0.391 0.096
C3 -1.244 1.211 -1.163
C4 -2.405 -0.249 0.965
C5 -0.309 0.592 -0.149
C6 -0.994 -0.156 1.002
C7 0.588 -0.510 -0.873
C8 -0.225 -0.838 1.831
C9 1.926 -0.223 -0.380
C10 3.238 -0.798 -0.624
N1 1.951 0.810 0.329
O1 0.649 1.480 0.315
O2 0.300 -1.455 -1.544
O3 2.877 1.311 0.881
H1 -3.142 1.246 -1.954
H2 -4.289 0.406 0.209
H3 -0.855 1.595 -2.052
H4 -2.864 -0.719 1.807
H5 -0.917 -1.345 2.468
H6 0.774 -1.050 1.694
H7 3.928 -0.042 -0.924
H8 3.190 -1.655 -1.255
H9 3.593 -1.015 0.413

=====

No. 9
Computed, not measured: C10H9NO4 in the gas phase, with the ωB97M-V functional and the def2-TZVPD basis.

Output
charge = 0
Kohn-Sham gap = 0.2864 hartree
max |F| = 4.31 eV Å⁻¹
SMILES = CCO/C=C1/N=C(c2ccco2)OC1=O
energy relative to the best compared isomer or geometry (same formula, charge and spin) = 172.2 kJ/mol
HOMO = -0.2959 Eh
LUMO level = -0.26 eV

CARTESIAN COORDINATES (ANGSTROEM)
O1 0.677 1.308 -2.527
N1 -0.522 0.189 0.542
O2 -0.820 1.874 -0.927
O3 -3.303 2.640 0.556
O4 2.064 -1.188 -1.704
C1 0.124 1.095 -1.458
C2 -1.238 1.226 0.203
C3 -4.223 2.728 1.577
C4 -3.892 1.917 2.621
C5 -2.721 1.217 2.213
C6 -2.381 1.707 0.954
C7 1.225 -0.998 -0.654
C8 0.338 0.041 -0.536
C9 4.050 -2.323 -0.923
C10 2.770 -2.423 -1.733
H1 -5.064 3.403 1.569
H2 -4.346 1.827 3.584
H3 -2.188 0.417 2.712
H4 1.221 -1.688 0.197
H5 4.736 -1.633 -1.396
H6 4.588 -3.284 -0.874
H7 3.790 -2.104 0.142
H8 3.001 -2.713 -2.742
H9 2.116 -3.236 -1.395

=====

No. 10
Computed, not measured: a 2-piece molecular cluster, C10H9NOS overall, with the ωB97M-V functional and the def2-TZVPD basis.

Output
charge = 0
Kohn-Sham gap (spin up / spin down) = 0.2538 / 0.3077 hartree
max |F| = 1.12 eV Å⁻¹
energy relative to the best compared isomer or geometry (same formula, charge and spin) = 482.9 kJ/mol
HOMO (spin up / spin down) = -0.2839 / -0.3263 Eh
LUMO level (spin up / spin down) = -0.82 / -0.51 eV

CARTESIAN COORDINATES (ANGSTROEM)
C1 -1.748 1.450 1.613
C2 -1.421 2.282 0.553
C3 -1.893 0.086 1.410
C4 2.912 -2.069 0.313
C5 -1.245 1.758 -0.715
C6 -1.710 -0.448 0.148
C7 1.696 -1.326 0.267
C8 3.328 -2.206 -0.975
C9 -1.390 0.394 -0.911
C10 1.506 -1.066 -1.050
N1 -0.928 0.935 -3.392
O1 2.462 -1.596 -1.811
S1 -1.137 -0.338 -2.510
H1 -1.888 1.863 2.602
H2 -1.301 3.343 0.717
H3 -2.143 -0.566 2.233
H4 3.388 -2.451 1.195
H5 -0.987 2.385 -1.555
H6 -1.800 -1.511 -0.025
H7 1.082 -1.026 1.090
H8 4.184 -2.682 -1.411
H9 -0.762 0.708 -4.365